Computed, not measured: C3H6OS2 in the gas phase, with ωB97M-V with the def2-TZVPD basis set.

Last columns: bonded neighbours and bond lengths (Å).
Geometry (Å):
1 C -1.34693 -0.16190 -1.22094  C2 1.522, C4 1.531, H7 1.098, H8 1.083
2 C -0.82356 1.24876 -1.45178  C1 1.522, O3 1.204, H9 1.104
3 O 0.34115 1.51252 -1.60746  C2 1.204
4 C -0.37566 -1.22281 -0.69531  C1 1.531, S5 1.793, H10 1.095, H11 1.085
5 S 0.09964 -1.17376 1.03288  C4 1.793, S6 2.003
6 S 0.97906 0.56264 1.50464  S5 2.003, H12 1.339
7 H -2.27021 -0.07082 -0.63302  C1 1.098
8 H -1.65546 -0.41288 -2.22777  C1 1.083
9 H -1.63120 1.96948 -1.66646  C2 1.104
10 H -0.89083 -2.16797 -0.89703  C4 1.095
11 H 0.48069 -1.26389 -1.35962  C4 1.085
12 H 1.79614 0.86958 0.48977  S6 1.339

Calculated values
Charge: 0
Relative energy (zero: lowest compared OMol25 entry of this formula, charge and spin) in kJ/mol: 90.7
Largest force on an atom in eV Å⁻¹: 1.748
SMILES string: O=CCCSS
E_LUMO in eV: 0.7113

=====

Computed, not measured: C3H6OS2 in the gas phase, with ωB97M-V with the def2-TZVPD basis set.

Last columns: bonded neighbours and bond lengths (Å).
Geometry (Å):
1 C 1.20978 -1.04054 1.35741  H4 1.098, H5 1.115, H6 1.104, O10 1.453
2 C -0.41083 -0.31780 -0.20415  C3 1.560, O10 1.308, S11 1.638
3 C -1.15159 0.99802 -0.59750  C2 1.560, H7 1.110, H8 1.094, S12 1.817
4 H 1.54532 -0.71548 2.35082  C1 1.098
5 H 0.75711 -2.05441 1.46331  C1 1.115
6 H 1.95178 -1.12224 0.54412  C1 1.104
7 H -0.73761 1.68871 0.16579  C3 1.110
8 H -2.22340 1.00848 -0.38005  C3 1.094
9 H 0.33085 1.65401 -2.30713  S12 1.346
10 O 0.26999 -0.04113 0.87787  C1 1.453, C2 1.308
11 S -0.52748 -1.74573 -0.99829  C2 1.638
12 S -1.01391 1.68811 -2.27219  C3 1.817, H9 1.346

Calculated values
Charge: 0
Relative energy (zero: lowest compared OMol25 entry of this formula, charge and spin) in kJ/mol: 113.5
Largest force on an atom in eV Å⁻¹: 2.244
SMILES string: COC(=S)CS
E_LUMO in eV: 0.3857

=====

Computed, not measured: 2 unconnected molecules or ions with the total composition C3H6OS2, with ωB97M-V with the def2-TZVPD basis set.

Last columns: bonded neighbours and bond lengths (Å).
Geometry (Å):
1 C 0.45486 0.31183 -0.97819  C2 1.533, C4 1.589, H7 1.091, H8 1.095
2 C 0.25786 -0.80981 -2.00409  C1 1.533, O3 1.184, H9 1.110
3 O 0.92082 -0.93204 -2.97707  C2 1.184
4 C 0.68429 -0.39575 0.42574  C1 1.589, S5 1.693, H10 1.089, H11 1.134
5 S 1.39407 0.86746 1.30218  C4 1.693
6 S -2.40327 -0.21542 1.40095  H12 1.343
7 H -0.44914 0.92209 -0.94359  C1 1.091
8 H 1.28999 0.96706 -1.24862  C1 1.095
9 H -0.58722 -1.50330 -1.81173  C2 1.110
10 H 1.32762 -1.27236 0.35746  C4 1.089
11 H -0.33050 -0.80253 0.72508  C4 1.134
12 H -1.67973 0.90291 1.56980  S6 1.343

Calculated values
Charge: +1
Relative energy (zero: lowest compared OMol25 entry of this formula, charge and spin) in kJ/mol: 339.1
Expectation value of S²: 0.76
Largest force on an atom in eV Å⁻¹: 2.119
E_LUMO (alpha / beta) in eV: -9.9648 / -9.7260
Spin multiplicity: 2

=====

Computed, not measured: 2 unconnected molecules or ions with the total composition C3H6OS3, with ωB97M-V with the def2-TZVPD basis set.

Last columns: bonded neighbours and bond lengths (Å).
Geometry (Å):
1 C 1.80160 -0.06008 0.11867  S6 1.722, S7 1.604
2 C -0.75683 -0.29301 -1.58272  C3 1.583, H8 1.092, H9 1.002, H10 1.078
3 C -0.83120 -0.86641 -0.10878  C2 1.583, S7 1.904, H11 1.015, H12 1.062
4 O -1.73537 2.27233 2.82517  S5 1.449
5 S -1.69150 0.82714 2.91489  O4 1.449
6 S 3.30557 0.54893 0.69438  C1 1.722, H13 1.446
7 S 0.43851 0.07472 0.95341  C1 1.604, C3 1.904
8 H -1.51326 0.44363 -1.86159  C2 1.092
9 H 0.17146 0.08092 -1.62448  C2 1.002
10 H -0.94846 -1.06804 -2.30728  C2 1.078
11 H -0.56966 -1.83601 0.03999  C3 1.015
12 H -1.64086 -0.60567 0.52667  C3 1.062
13 H 3.96999 0.48156 -0.58832  S6 1.446

Calculated values
Charge: 0
Relative energy (zero: lowest compared OMol25 entry of this formula, charge and spin) in kJ/mol: 352.0
Largest force on an atom in eV Å⁻¹: 4.657
E_LUMO (alpha / beta) in eV: -1.3992 / -1.3491

=====

Computed, not measured: C3H6OS3 in the gas phase, with ωB97M-V with the def2-TZVPD basis set.

Last columns: bonded neighbours and bond lengths (Å).
Geometry (Å):
1 C -1.43954 0.56142 -0.41993  C2 1.382, S7 1.704, H8 1.088
2 C -0.40149 -0.02062 -1.12187  C1 1.382, S5 1.835, S6 1.801
3 C 2.19005 -0.15574 0.90786  S6 1.861, H9 1.141, H10 1.050, H11 1.012
4 O -3.93075 0.92911 0.37261  S7 1.465
5 S -0.47975 -1.74479 -1.74552  C2 1.835, H12 1.321
6 S 1.28690 0.37192 -0.63190  C2 1.801, C3 1.861, H13 1.331
7 S -3.02067 -0.04603 -0.23356  C1 1.704, O4 1.465
8 H -1.48205 1.58907 -0.06473  C1 1.088
9 H 2.84066 0.69086 1.31099  C3 1.141
10 H 2.63534 -1.06557 0.63208  C3 1.050
11 H 1.68352 -0.53418 1.69825  C3 1.012
12 H -0.84489 -2.15007 -0.54235  S5 1.321
13 H 0.96266 1.57463 -0.16194  S6 1.331

Calculated values
Charge: 0
Relative energy (zero: lowest compared OMol25 entry of this formula, charge and spin) in kJ/mol: 296.9
Largest force on an atom in eV Å⁻¹: 3.716
E_LUMO (alpha / beta) in eV: -0.4103 / -0.4106

=====

Computed, not measured: C3H6OSi in the gas phase, with ωB97M-V with the def2-TZVPD basis set.

Last columns: bonded neighbours and bond lengths (Å).
Geometry (Å):
1 C 0.84428 0.61609 0.01421  C2 1.507, C3 1.284, O4 1.326
2 C 1.88378 -0.46684 -0.11566  C1 1.507, C3 1.512, H6 1.021, H7 0.991
3 C 2.05984 1.01642 0.12220  C1 1.284, C2 1.512, H8 1.055
4 O -0.46842 0.80410 0.00319  C1 1.326, Si5 1.663
5 Si -2.01920 0.20454 -0.00309  O4 1.663, H9 1.460, H10 1.412, H11 1.511
6 H 2.19642 -1.10416 0.61829  C2 1.021
7 H 2.02847 -0.81268 -1.03289  C2 0.991
8 H 2.70044 1.84977 0.03362  C3 1.055
9 H -2.29880 -1.01208 -0.76090  Si5 1.460
10 H -2.59895 1.36578 -0.55906  Si5 1.412
11 H -2.39363 0.02403 1.44955  Si5 1.511

Calculated values
Charge: 0
Relative energy (zero: lowest compared OMol25 entry of this formula, charge and spin) in kJ/mol: 224.1
Largest force on an atom in eV Å⁻¹: 4.446
SMILES string: [SiH3]OC1=CC1
E_LUMO in eV: 0.8613